*P*
# C2H4FNO

A cluster of 2 separate species, C2H4FNO in total (ωB97M-V with the def2-TZVPD basis set, the OMol25 dataset).

Calculated values
HOMO-LUMO gap in eV: 11.06
E_HOMO in eV: -10.39

```
! wB97M-V def2-TZVPD RIJCOSX def2/J DEFGRID3
* xyz 0 1
C 1.28724 0.70795 -0.19747
N -0.08145 0.79690 0.11984
C -1.24693 0.50980 0.00942
O -2.38079 0.33226 0.01161
H 1.37556 1.20714 -1.04889
H 1.88008 1.24073 0.53444
H 1.75228 -0.32816 -0.25548
F -1.02177 -2.40770 0.08223
H -1.56422 -2.05893 0.74429
*
```


*Q*
# C2H4FNO

A cluster of 2 separate species, C2H4FNO in total (ωB97M-V with the def2-TZVPD basis set, the OMol25 dataset).

Calculated values
HOMO-LUMO gap in eV: 11.48
E_HOMO in eV: -11.07

```
! wB97M-V def2-TZVPD RIJCOSX def2/J DEFGRID3
* xyz 0 1
C 1.51396 0.33180 -0.79717
N 0.34573 0.11499 -0.02429
C -0.58329 -0.60201 0.11146
O -1.55551 -1.17826 0.40518
H 2.07653 -0.59863 -0.91245
H 1.24659 0.70965 -1.78632
H 2.12726 1.06867 -0.28253
F -2.69888 0.45685 1.90185
H -2.47240 -0.30305 1.38427
*
```


Quick one: least stable of them? *P*


*P*
# C13H19N

An isolated molecule of C13H19N (ωB97M-V with the def2-TZVPD basis set, the OMol25 dataset).

Calculated values
HOMO-LUMO gap in eV: 9.86
E_HOMO in eV: -8.94

```
! wB97M-V def2-TZVPD RIJCOSX def2/J DEFGRID3
* xyz 0 1
C -0.78830 -1.40762 -1.66232
C -1.10258 -1.15769 -0.15947
C -2.64627 -1.12602 0.06438
C -3.28114 0.17327 -0.47572
C -2.62423 1.46052 0.13124
C -1.14594 1.40842 -0.07293
C -0.47219 0.09858 0.49012
N -0.79487 0.11110 1.93042
C 1.01505 0.12158 0.17108
C 1.65431 1.13660 -0.57056
C 3.06120 1.08883 -0.77126
C 3.81092 0.06267 -0.26554
C 3.20851 -0.92671 0.51667
C 1.84581 -0.86651 0.74086
H -1.43120 -2.26075 -1.99672
H 0.24108 -1.66991 -1.83340
H -1.02248 -0.52053 -2.26749
H -0.75089 -2.02125 0.38294
H -2.75812 -1.24553 1.16115
H -3.02996 -2.00399 -0.41573
H -4.35374 0.17148 -0.34305
H -3.10197 0.13841 -1.54494
H -2.82481 1.47633 1.21354
H -3.06301 2.32986 -0.36169
H -0.91114 1.49568 -1.12282
H -0.64007 2.27541 0.40494
H -0.26217 0.86692 2.42882
H -0.45182 -0.73583 2.38412
H 1.06375 1.98257 -1.00600
H 3.49617 1.90955 -1.36639
H 4.85381 -0.06883 -0.48657
H 3.85834 -1.70537 0.95922
H 1.44145 -1.58742 1.47780
*
```


*Q*
# C13H19N

A cluster of 2 separate species, C13H19N in total (ωB97M-V with the def2-TZVPD basis set, the OMol25 dataset).

Calculated values
HOMO-LUMO gap in eV: 8.89
E_HOMO in eV: -8.01

```
! wB97M-V def2-TZVPD RIJCOSX def2/J DEFGRID3
* xyz 0 1
C -2.57327 -1.07582 0.66044
C -1.72114 -2.27340 0.85556
C -0.34460 -1.82786 0.60426
C 0.66999 -1.83846 1.55868
N 1.80851 -1.23405 0.96531
C 1.60642 -1.08214 -0.33290
C 2.53770 -0.65632 -1.30705
C 2.10858 -0.63375 -2.60682
C 0.74810 -0.75878 -2.95302
C -0.13861 -1.17098 -2.04195
C 0.25774 -1.42422 -0.66537
H -3.58124 -1.20357 0.36531
H -2.06398 -0.19711 0.10510
H -2.85250 -0.50499 1.61482
H -1.97951 -2.61074 1.85618
H -2.25298 -3.03069 0.14608
H 0.61171 -2.13819 2.53075
H 2.74349 -1.23912 1.36524
H 3.48900 -0.54879 -0.97712
H 2.88503 -0.21076 -3.36096
H 0.60071 -0.51468 -4.01564
H -1.21541 -1.37593 -2.25796
C -1.24071 2.55618 -0.11550
C -0.34855 2.11435 1.09449
C 1.02420 2.82832 1.21316
H -0.91077 1.99486 -0.95720
H -2.24423 2.43864 0.13511
H -0.97164 3.58426 -0.28483
H -0.09120 0.98176 1.07723
H -0.91626 2.16306 2.00850
H 1.74754 2.17917 0.57314
H 1.43747 2.88743 2.25481
H 1.17036 3.82231 0.89214
*
```


Quick one: least stable of them? *Q*


*P*
# C21H22N2O5

An isolated molecule of C21H22N2O5 (ωB97M-V with the def2-TZVPD basis set, the OMol25 dataset).

Calculated values
HOMO-LUMO gap in eV: 8.50
E_HOMO in eV: -7.82

```
! wB97M-V def2-TZVPD RIJCOSX def2/J DEFGRID3
* xyz 0 1
C -4.56145 -2.46870 -1.55326
C -5.40412 -2.80696 -0.32941
C -5.54856 -1.64564 0.65946
O -4.35140 -1.38814 1.36814
C -3.44247 -0.47799 0.93589
C -3.59648 0.41249 -0.12218
C -2.59513 1.31559 -0.42772
C -1.41671 1.34615 0.30457
N -0.38992 2.25549 -0.03187
C 0.30650 3.03888 0.97135
C 1.52954 3.60297 0.23148
C 2.76456 2.72315 0.45089
O 3.77665 3.16349 0.94762
N 2.57796 1.43722 0.05395
C 3.46244 0.35389 0.12144
C 4.75649 0.47062 0.61189
C 5.60803 -0.62953 0.66581
C 5.12340 -1.83304 0.21772
C 3.82204 -1.95234 -0.27466
C 2.97134 -0.87964 -0.33417
O 3.59316 -3.24785 -0.65020
C 4.79345 -3.94398 -0.38678
O 5.74246 -3.05571 0.16039
C 1.07613 3.61412 -1.23042
C -0.02695 2.56684 -1.30679
O -0.47593 2.07476 -2.31535
C -1.25218 0.45030 1.35809
C -2.25338 -0.44138 1.67060
H -4.48853 -3.33636 -2.20469
H -5.01032 -1.65586 -2.12014
H -3.55529 -2.17543 -1.26330
H -6.40644 -3.10353 -0.64494
H -4.95346 -3.64751 0.20165
H -6.26967 -1.92619 1.43460
H -5.92155 -0.74901 0.15588
H -4.49063 0.42057 -0.72382
H -2.72561 1.99405 -1.25501
H 0.59162 2.42754 1.82955
H -0.34502 3.84600 1.32991
H 1.79128 4.59837 0.59312
H 1.68273 1.20493 -0.35533
H 5.10370 1.43007 0.95465
H 6.61143 -0.53853 1.04471
H 1.96938 -0.98270 -0.71913
H 4.59602 -4.75967 0.32723
H 5.18433 -4.37089 -1.32458
H 1.87349 3.38852 -1.93763
H 0.64810 4.57943 -1.50817
H -0.33790 0.43778 1.93225
H -2.13714 -1.13664 2.48671
*
```


*Q*
# C21H22N2O5

An isolated molecule of C21H22N2O5 (ωB97M-V with the def2-TZVPD basis set, the OMol25 dataset).

Calculated values
HOMO-LUMO gap in eV: 8.54
E_HOMO in eV: -7.90

```
! wB97M-V def2-TZVPD RIJCOSX def2/J DEFGRID3
* xyz 0 1
C -2.85933 -3.66814 -3.78313
O -2.74668 -2.45033 -3.08869
C -1.63854 -1.68870 -3.28591
C -0.60302 -2.01194 -4.12929
C 0.50972 -1.16821 -4.24770
C 0.58074 0.00876 -3.55402
O 1.69618 0.83197 -3.66406
C 2.79620 0.41964 -2.87109
C 2.43249 0.40506 -1.42176
C 1.71740 -0.49371 -0.67823
C 1.57672 0.14756 0.57588
C 0.85166 -0.36280 1.76719
O 0.34801 -1.46751 1.80213
N 0.81407 0.52970 2.77582
C 0.16300 0.27439 4.03936
C -0.96320 1.28006 4.29574
C -1.57635 1.00917 5.67179
O -0.61437 1.07898 6.69728
C 0.41125 0.13126 6.51915
C 1.15927 0.34214 5.20056
N 2.17087 1.31904 0.55756
O 2.69852 1.48420 -0.66892
C -0.48080 0.39371 -2.69255
C -0.45606 1.60377 -1.96953
C -1.45972 1.91737 -1.09665
C -2.54249 1.04443 -0.92322
C -2.61274 -0.11911 -1.63860
C -1.58954 -0.47378 -2.53897
H -3.80941 -4.09842 -3.47025
H -2.87191 -3.51307 -4.86679
H -2.04826 -4.35562 -3.52277
H -0.61472 -2.92208 -4.70717
H 1.32120 -1.45421 -4.90053
H 3.13757 -0.58086 -3.17071
H 3.58238 1.15485 -3.05451
H 1.33618 -1.45186 -0.95737
H 1.27507 1.41646 2.63479
H -0.25248 -0.73725 3.96414
H -1.72938 1.19748 3.52473
H -0.55354 2.29225 4.27869
H -2.32802 1.76181 5.91790
H -2.05171 0.01561 5.67102
H 1.08253 0.25575 7.37115
H -0.01045 -0.88600 6.54163
H 1.93052 -0.41963 5.08599
H 1.63451 1.32535 5.21098
H 0.37359 2.27788 -2.12349
H -1.42374 2.84132 -0.53806
H -3.32659 1.30212 -0.22658
H -3.44821 -0.79147 -1.52500
*
```


*R*
# C21H22N2O5

An isolated molecule of C21H22N2O5 (ωB97M-V with the def2-TZVPD basis set, the OMol25 dataset).

Calculated values
HOMO-LUMO gap in eV: 8.58
E_HOMO in eV: -8.01

```
! wB97M-V def2-TZVPD RIJCOSX def2/J DEFGRID3
* xyz 0 1
C 5.63858 2.39630 -0.25785
C 5.40189 1.04086 -0.91204
C 4.60682 0.10442 -0.00413
O 3.31502 0.62665 0.29118
C 2.36153 0.43991 -0.63523
O 2.54132 -0.17508 -1.66073
C 1.07240 1.04742 -0.24618
C 0.89476 1.69912 0.97401
C -0.33792 2.20857 1.31395
C -1.42148 2.07416 0.44268
O -2.61378 2.55816 0.87855
C -3.77201 2.07592 0.32214
C -4.88768 2.84713 -0.03627
N -5.84653 2.07725 -0.51578
N -5.37907 0.83763 -0.47716
C -4.12806 0.75686 0.03353
C -3.35623 -0.46720 0.15767
C -2.43617 -0.61909 1.19031
C -1.56721 -1.68933 1.24723
C -1.59916 -2.65637 0.24678
O -0.78011 -3.73253 0.15592
C 0.36861 -3.80879 0.97935
C 1.44186 -2.79654 0.59111
C -2.56642 -2.55652 -0.75372
C -3.44105 -1.48822 -0.80223
O -4.37840 -1.38772 -1.78826
C -1.23289 1.47285 -0.80144
C 0.00125 0.96031 -1.13349
H 6.17371 3.05630 -0.93586
H 6.22556 2.28399 0.65136
H 4.68981 2.86105 0.00028
H 6.35474 0.56206 -1.14353
H 4.85034 1.16814 -1.84513
H 4.49331 -0.87433 -0.48274
H 5.09707 -0.00734 0.96567
H 1.72589 1.78622 1.65593
H -0.49594 2.70244 2.26027
H -5.01359 3.90714 0.04276
H -5.92094 0.07040 -0.84150
H -2.40133 0.12452 1.97103
H -0.87059 -1.75087 2.06667
H 0.09438 -3.70156 2.03628
H 0.73926 -4.82535 0.82219
H 2.33211 -2.96040 1.19238
H 1.09359 -1.77782 0.74625
H 1.69768 -2.90859 -0.45954
H -2.60304 -3.32979 -1.50771
H -4.26669 -2.11715 -2.41004
H -2.05343 1.40776 -1.49930
H 0.15819 0.47706 -2.08564
*
```


Quick one: least stable of them? *Q*


*P*
# C5H6OS2

An isolated molecule of C5H6OS2 (ωB97M-V with the def2-TZVPD basis set, the OMol25 dataset).

Calculated values
HOMO-LUMO gap in eV: 9.49
E_HOMO in eV: -8.76

```
! wB97M-V def2-TZVPD RIJCOSX def2/J DEFGRID3
* xyz 0 1
S -2.00853 2.21946 0.27801
C -1.91491 0.47453 -0.23401
C -0.54270 -0.08290 -0.33245
C 0.25556 -0.46596 -1.34902
C 1.48026 -0.87250 -0.76602
C 1.33753 -0.70305 0.55718
S 2.42427 -1.09972 1.88660
O 0.12265 -0.22187 0.83866
H -1.43711 1.99049 1.47434
H -2.29309 0.41452 -1.26685
H -2.58423 -0.14643 0.45168
H -0.01431 -0.42934 -2.40814
H 2.31931 -1.25150 -1.31211
H 2.85530 0.17428 2.18213
*
```


*Q*
# C5H6OS2

An isolated molecule of C5H6OS2 (ωB97M-V with the def2-TZVPD basis set, the OMol25 dataset).

Calculated values
HOMO-LUMO gap in eV: 8.26
E_HOMO in eV: -8.85

```
! wB97M-V def2-TZVPD RIJCOSX def2/J DEFGRID3
* xyz 0 1
S 0.62440 2.74590 -0.11986
C 0.25721 1.20654 0.13377
C -0.96041 0.47183 0.67295
C 0.07245 -0.45278 1.37129
C 1.05820 -0.08949 0.23909
O 0.87562 -0.95299 -0.87954
C -0.24511 -0.66231 -1.65309
S -1.78329 -0.45276 -0.68037
H -1.70140 1.02565 1.25154
H 0.38048 -0.06468 2.34503
H -0.21411 -1.53360 1.45225
H 2.14037 -0.04043 0.43465
H -0.41883 -1.48049 -2.33836
H -0.08558 0.27961 -2.22936
*
```


Quick one: least stable of them? *Q*


*P*
# C6H11N3O

A cluster of 2 separate species, C6H11N3O in total (ωB97M-V with the def2-TZVPD basis set, the OMol25 dataset).

Calculated values
HOMO-LUMO gap in eV: 8.72
E_HOMO in eV: -7.96

```
! wB97M-V def2-TZVPD RIJCOSX def2/J DEFGRID3
* xyz 0 1
C -0.36888 0.18298 -2.09430
C 0.49596 0.98276 -1.23095
C 0.33068 2.42579 -0.85574
N 1.53514 2.83714 -0.39270
C 2.36239 1.66403 -0.33674
N 1.68844 0.51446 -0.62825
H -1.31154 0.41138 -1.74460
H -0.13401 -0.86349 -1.95096
H -0.44137 0.28196 -3.10597
H -0.46412 3.13724 -0.89292
H 1.82498 3.80537 -0.25350
H 3.46500 1.74323 -0.16235
C -0.90640 -2.34135 0.50914
C -0.47091 -2.08446 1.94056
N -1.31049 -1.14630 2.61310
O 0.38193 -2.55010 2.65952
H -0.92406 -1.52292 -0.19907
H -1.95701 -2.57744 0.34044
H -0.51026 -3.32367 0.05918
H -1.02181 -0.73004 3.49290
H -2.26366 -0.84658 2.23325
*
```


*Q*
# C6H11N3O

A structure of composition C6H11N3O (ωB97M-V with the def2-TZVPD basis set, the OMol25 dataset).

Calculated values
HOMO-LUMO gap in eV: 9.26
E_HOMO in eV: -8.89

```
! wB97M-V def2-TZVPD RIJCOSX def2/J DEFGRID3
* xyz 0 1
C -0.12928 -1.22610 2.68817
N 0.04010 -0.13261 1.76219
C -0.12318 -0.26790 0.50232
C -0.39915 -1.56247 -0.17521
N 0.08318 -2.60309 -0.59130
N 0.02628 0.76973 -0.36055
C 0.55378 2.09220 -0.02718
C 0.95305 2.26856 -1.50881
C 0.57169 0.78670 -1.72703
H 0.84704 -1.51028 3.10927
H -0.75848 -0.89152 3.52566
H -0.59263 -2.12603 2.25386
H -0.19771 2.78607 0.37457
H 1.40316 2.03999 0.67161
H 0.31654 2.97166 -2.05677
H 2.00555 2.51187 -1.68507
H 1.43024 0.11092 -1.85615
H -0.17272 0.58670 -2.50941
O -2.08274 -2.01397 -0.94208
H -2.63325 -1.56983 -0.27292
H -1.14147 -3.02059 -1.17516
*
```


Quick one: least stable of them? *Q*